[1]
Formula: C11H23INO20S5
Source: the OMol25 dataset
Level of theory: wB97M-V/def2-TZVPD

Net charge: -1
E_tot (eV): -116488.213
Gap between HOMO and LUMO (eV): 3.36
HOMO (eV): -1.923

Atoms and positions in Å:
C: -0.12 1.21 1.44
N: -1.40 0.57 1.92
I: -3.08 1.57 1.22
H: -0.25 2.01 0.60
H: 0.63 0.39 1.04
H: 0.40 1.75 2.36
C: -0.30 -1.87 -1.46
C: 0.23 -2.58 -2.70
O: 1.11 -1.64 -3.32
S: 1.80 -0.72 -2.17
O: 3.11 -1.27 -1.88
O: 1.59 0.67 -2.50
O: 0.80 -1.12 -0.94
H: -1.10 -1.17 -1.71
H: -0.66 -2.58 -0.71
H: -0.57 -2.87 -3.39
H: 0.82 -3.46 -2.43
C: 5.59 -5.10 -1.88
C: 4.92 -5.04 -3.24
O: 3.75 -5.84 -3.12
S: 3.20 -5.75 -1.59
O: 2.14 -4.76 -1.55
O: 3.04 -7.09 -1.07
O: 4.53 -5.09 -0.93
H: 6.15 -6.04 -1.76
H: 6.27 -4.26 -1.71
H: 5.56 -5.41 -4.05
H: 4.60 -4.01 -3.48
C: -7.78 1.78 3.53
C: -6.99 0.93 2.53
O: -7.35 1.45 1.25
S: -7.66 3.04 1.38
O: -6.47 3.76 0.99
O: -8.96 3.31 0.82
O: -7.77 3.10 3.01
H: -8.82 1.44 3.60
H: -7.33 1.76 4.53
H: -7.23 -0.13 2.60
H: -5.91 1.08 2.66
C: 10.20 -2.04 -1.57
C: 10.43 -2.47 -3.02
O: 10.52 -3.89 -2.97
S: 9.55 -4.44 -1.78
O: 8.29 -4.85 -2.37
O: 10.33 -5.30 -0.92
O: 9.32 -3.02 -1.02
H: 11.13 -2.05 -1.00
H: 9.74 -1.04 -1.51
H: 11.35 -2.05 -3.44
H: 9.58 -2.21 -3.66
C: -7.45 8.13 4.09
C: -6.67 8.18 2.78
O: -6.57 6.83 2.35
S: -7.89 6.01 2.83
O: -8.82 5.97 1.72
O: -7.47 4.84 3.55
O: -8.44 7.12 3.90
H: -6.81 7.82 4.92
H: -7.93 9.08 4.33
H: -5.68 8.63 2.90
H: -7.22 8.74 2.01



[2]
Formula: C11H23InNO4S
Source: the OMol25 dataset
Level of theory: wB97M-V/def2-TZVPD

Net charge: -1
E_tot (eV): -37469.214
Energy relative to the best compared isomer or geometry (same formula, charge and spin) (kJ/mol): 10.38
Gap between HOMO and LUMO (eV): 7.50
HOMO (eV): -4.781

Atoms and positions in Å:
N: 3.41 0.34 0.44
C: 2.40 1.00 -0.02
C: 0.97 0.65 -0.01
In: 0.26 -0.18 -1.96
O: 0.72 1.20 -3.46
C: -1.95 -0.33 -1.90
C: -2.42 -1.18 -0.71
C: -3.89 -1.55 -0.84
S: -4.43 -2.69 0.48
C: 1.20 -2.12 -2.47
C: 2.29 -2.58 -1.50
O: 1.83 -3.75 -0.75
C: 2.39 -3.99 0.42
O: 2.78 -3.17 1.21
H: 3.08 -0.52 0.89
H: 2.64 1.94 -0.53
H: 0.40 1.58 0.11
H: 0.76 0.00 0.85
H: 1.66 1.18 -3.65
H: -2.33 0.69 -1.80
H: -2.30 -0.77 -2.84
H: -1.84 -2.11 -0.62
H: -2.29 -0.59 0.20
H: -4.06 -2.02 -1.82
H: -4.50 -0.65 -0.81
H: -5.25 -3.47 -0.23
H: 1.62 -2.07 -3.48
H: 0.42 -2.89 -2.48
H: 3.19 -2.91 -2.04
H: 2.59 -1.82 -0.79
H: 2.46 -5.06 0.63
C: 0.67 2.83 3.13
C: -0.66 3.42 2.73
O: -1.58 2.75 2.33
C: -0.79 4.92 2.87
H: 0.65 1.75 2.98
H: 1.47 3.25 2.53
H: 0.86 3.04 4.19
H: -0.04 5.42 2.24
H: -0.62 5.22 3.90
H: -1.78 5.23 2.55



[3]
Formula: C11H23KO5S2
Source: the OMol25 dataset
Level of theory: wB97M-V/def2-TZVPD

Net charge: 0
E_tot (eV): -60011.016
Energy relative to the best compared isomer or geometry (same formula, charge and spin) (kJ/mol): 64.37
Gap between HOMO and LUMO (eV): 5.35
HOMO (eV): -6.256

Atoms and positions in Å:
K: 1.33 -0.11 0.19
C: 2.15 2.82 -3.83
C: 1.76 1.36 -3.74
C: 2.73 0.54 -4.59
O: 1.74 0.90 -2.44
H: 3.11 3.08 -3.38
H: 1.42 3.48 -3.34
H: 2.27 3.09 -4.88
H: 0.78 1.26 -4.24
H: 2.59 0.71 -5.67
H: 2.71 -0.54 -4.45
H: 3.80 0.78 -4.44
C: -1.35 -1.84 -1.56
C: -2.80 -1.73 -1.03
C: -3.66 -1.54 -2.27
S: -2.64 -0.57 -3.46
O: -3.12 0.79 -3.52
O: -2.42 -1.37 -4.63
C: -1.14 -0.62 -2.45
H: -1.28 -2.77 -2.13
H: -0.58 -1.96 -0.79
H: -2.91 -0.89 -0.34
H: -3.06 -2.65 -0.52
H: -4.70 -1.21 -2.34
H: -3.72 -2.54 -2.72
H: -1.10 0.25 -1.79
H: -0.27 -0.60 -3.11
C: -0.24 -0.80 5.78
C: 0.91 0.06 6.43
C: 1.79 0.67 5.33
S: 0.64 1.07 4.02
O: 1.27 0.98 2.71
O: -0.08 2.27 4.39
C: -0.36 -0.42 4.30
H: -1.14 -0.55 6.34
H: -0.01 -1.85 5.94
H: 1.53 -0.53 7.10
H: 0.48 0.90 6.98
H: 2.46 -0.11 4.95
H: 2.34 1.57 5.59
H: 0.12 -1.18 3.68
H: -1.35 -0.21 3.91